1.
Formula: C3H7N3O
Source: OMol25
Level of theory: ωB97M-V/def2-TZVPD

Last column: Löwdin charge in e.
CARTESIAN COORDINATES (ANGSTROEM)
1 C 2.528 0.295 0.145  -0.0949
2 N 1.178 0.186 0.679  -0.0131
3 C 0.188 -0.201 -0.222  -0.5480
4 O 0.402 -0.642 -1.336  0.0714
5 N -1.080 0.038 0.293  0.0904
6 C -2.243 -0.251 -0.403  -0.2784
7 N -3.367 0.121 0.054  0.0775
8 H 2.496 0.963 -0.719  0.0879
9 H 2.978 -0.655 -0.167  0.0842
10 H 3.159 0.767 0.903  0.0803
11 H 1.093 -0.276 1.574  0.1299
12 H -1.170 0.640 1.103  0.1454
13 H -2.053 -0.802 -1.328  0.1285
14 H -4.109 -0.182 -0.574  0.0388

- LUMO: 0.82 eV
- F_max: 0.6 eV/A
- SMILES string: [H]/N=C/NC(=O)NC
- HOMO-LUMO gap: 10.570 eV
- Spin multiplicity: 1
- HOMO energy: -9.747 eV
- Charge: 0



2.
Formula: C30H32IrN5O3S
Source: OMol25
Level of theory: ωB97M-V/def2-TZVPD

Last column: Löwdin spin population.
CARTESIAN COORDINATES (ANGSTROEM)
1 Ir 0.091 -0.699 0.542  1.5799
2 C -3.167 -2.162 2.923  0.0502
3 C -2.199 -1.886 1.838  0.3876
4 N -1.075 -1.029 2.068  0.3674
5 N -1.188 -0.098 2.990  0.2428
6 C -0.249 0.856 2.822  0.1238
7 O 0.500 0.875 1.757  0.1767
8 C -0.101 1.892 3.825  0.0156
9 C -0.873 1.863 4.993  0.0384
10 C -0.717 2.855 5.942  -0.0032
11 C 0.201 3.877 5.732  0.0468
12 C 0.969 3.913 4.572  0.0010
13 C 0.821 2.926 3.619  0.0309
14 C -2.248 -2.381 0.535  0.0701
15 C -3.230 -3.275 0.058  0.1256
16 C -3.196 -3.691 -1.251  0.0317
17 C -2.193 -3.224 -2.106  0.1401
18 C -1.249 -2.349 -1.607  0.0453
19 N -1.257 -1.949 -0.335  0.1701
20 H -2.778 -1.818 3.877  0.0000
21 H -3.379 -3.230 2.990  0.0120
22 H -4.114 -1.647 2.740  0.0193
23 H -1.585 1.064 5.144  0.0005
24 H -1.310 2.836 6.845  -0.0011
25 H 0.319 4.653 6.477  0.0023
26 H 1.677 4.715 4.417  -0.0008
27 H 1.404 2.948 2.709  0.0019
28 H -4.005 -3.616 0.730  0.0063
29 H -3.950 -4.373 -1.620  -0.0012
30 H -2.150 -3.524 -3.142  0.0070
31 H -0.465 -1.934 -2.227  0.0003
32 C 2.536 -0.279 -3.155  0.0000
33 C 2.330 -0.275 -1.673  0.0023
34 O 1.155 -0.279 -1.240  0.0173
35 N 3.404 -0.278 -0.892  0.0036
36 C 3.395 -0.197 0.568  0.0037
37 C 3.175 -1.531 1.242  0.0111
38 C 4.226 -2.255 1.775  0.0045
39 C 3.969 -3.476 2.382  0.0001
40 C 2.664 -3.936 2.440  0.0029
41 C 1.665 -3.152 1.896  0.0105
42 N 1.913 -1.978 1.308  0.1231
43 H 1.698 0.230 -3.628  0.0000
44 H 2.556 -1.314 -3.503  0.0000
45 H 3.471 0.198 -3.443  0.0001
46 H 4.300 -0.284 -1.353  0.0001
47 H 2.631 0.516 0.879  0.0013
48 H 4.357 0.210 0.869  0.0002
49 H 5.233 -1.864 1.723  0.0008
50 H 4.777 -4.056 2.806  0.0000
51 H 2.419 -4.880 2.906  0.0007
52 H 0.628 -3.463 1.931  0.0020
53 C -0.307 1.440 -6.767  0.0000
54 C -0.492 1.609 -5.286  0.0002
55 C -1.369 0.792 -4.572  0.0001
56 C -1.571 0.971 -3.213  0.0003
57 C -0.877 1.975 -2.556  -0.0007
58 C 0.015 2.793 -3.236  0.0000
59 C 0.194 2.610 -4.598  -0.0001
60 S -1.093 2.223 -0.812  0.0094
61 C -2.600 3.180 -0.836  0.0090
62 O -1.542 0.878 -0.244  0.1079
63 H -0.715 0.493 -7.115  0.0000
64 H 0.746 1.486 -7.042  0.0000
65 H -0.818 2.240 -7.306  0.0000
66 H -1.912 0.015 -5.096  0.0000
67 H -2.256 0.338 -2.661  0.0004
68 H 0.561 3.568 -2.710  -0.0001
69 H 0.879 3.254 -5.138  0.0000
70 H -3.370 2.595 -1.336  0.0001
71 H -2.407 4.109 -1.369  0.0017
72 H -2.873 3.385 0.197  0.0000

- LUMO (alpha / beta): -4.84 / -8.01 eV
- F_max: 0.2 eV/A
- HOMO-LUMO gap (alpha / beta): 7.254 / 5.879 eV
- Spin multiplicity: 5
- HOMO energy (alpha / beta): -12.095 / -13.885 eV
- Charge: +2
- ⟨S²⟩: 6.0370